No. 1
Computed, not measured: C18H17FN2O3 in the gas phase, with ωB97M-V with the def2-TZVPD basis set.

Values from the calculation:
M = 328.34 g mol⁻¹
Energy above the lowest of the compared OMol25 structures with the same formula, charge and spin = 31.80 kJ/mol
LUMO = 0.692 eV
Gap between HOMO and LUMO = 9.18 eV
SMILES string = COc1ccc(N2C(=O)C[C@H](NCc3cccc(F)c3)C2=O)cc1

```
! RIJCOSX wB97M-V def2-TZVPD def2/J DEFGRID3
* xyz 0 1
C -6.63715 -2.47067 0.30504
H -6.12526 -3.16515 -0.36854
O -6.35713 -1.13079 -0.02400
C -5.06931 -0.70241 0.02702
C -4.85775 0.63450 -0.31904
C -3.59017 1.17168 -0.31073
C -2.50753 0.37980 0.05640
C -2.70789 -0.94509 0.40893
C -3.98034 -1.48819 0.39063
H -4.10585 -2.52325 0.66481
H -1.86910 -1.56170 0.69031
N -1.19476 0.92426 0.06377
C -0.10482 0.26547 -0.46040
O -0.12128 -0.79136 -1.03455
C 1.13404 1.11347 -0.19875
N 1.91255 1.23108 -1.41512
H 1.78715 0.38902 -1.96939
C 3.32253 1.49734 -1.20004
C 4.06677 0.45548 -0.39256
C 3.89790 -0.89694 -0.66449
C 4.58839 -1.82713 0.08835
C 5.44986 -1.46023 1.10597
C 5.61420 -0.11204 1.37015
C 4.92582 0.83514 0.63180
H 5.06031 1.88460 0.84955
H 6.28054 0.20059 2.15962
H 5.97172 -2.21729 1.66891
F 4.41775 -3.13752 -0.18256
H 3.23745 -1.23912 -1.44695
H 3.78569 1.58492 -2.18792
H 3.40584 2.46879 -0.70410
C 0.57438 2.44623 0.29527
C -0.89032 2.18331 0.56768
O -1.66948 2.91124 1.11778
H 1.06091 2.83590 1.18812
H 0.65192 3.19827 -0.49243
H 1.69955 0.60811 0.60644
H -3.43782 2.20408 -0.58048
H -5.71045 1.23223 -0.59794
H -6.36154 -2.69639 1.34007
H -7.71368 -2.58322 0.18728
*
```

Atom charges from the Mulliken analysis, given in e for atoms 1 to 6:
1. C -0.8386
2. H 0.3365
3. O -0.4535
4. C 0.8641
5. C -0.6832
6. C -0.4220

---

No. 2
Computed, not measured: C18H12F3N5 in the gas phase in a non-equilibrium geometry, with ωB97M-V with the def2-TZVPD basis set.

Values from the calculation:
M = 355.32 g mol⁻¹
Energy above the lowest of the compared OMol25 structures with the same formula, charge and spin = 268.40 kJ/mol
LUMO = -0.411 eV
Gap between HOMO and LUMO = 8.11 eV
SMILES string = Nc1ncnc2c1ncn2[C@H](c1cccc(F)c1)c1cc(F)cc(F)c1

```
! RIJCOSX wB97M-V def2-TZVPD def2/J DEFGRID3
* xyz 0 1
F 0.25798 1.20163 4.78978
C -0.15191 1.51695 3.49152
C -0.76741 2.78742 3.23575
C -1.18586 3.06956 1.90987
F -1.94605 4.22342 1.65262
C -0.89668 2.24685 0.85322
C -0.06132 1.12934 1.18966
C 0.70626 0.63448 0.10002
C 1.81526 -0.26513 0.26891
C 2.20302 -1.00920 -0.87757
C 3.42818 -1.67698 -0.87365
C 4.21357 -1.64169 0.32540
C 3.77145 -0.96678 1.45060
F 4.53582 -0.92767 2.64298
C 2.59123 -0.22789 1.46320
C 0.06754 0.59194 2.50046
H -1.02490 3.41425 4.02958
H -1.16159 2.45755 -0.19537
H 0.92984 1.54979 -0.78715
H 1.59110 -0.95345 -1.78476
H 3.75664 -2.13346 -1.81770
H 5.14859 -2.15295 0.37013
H 2.37930 0.47368 2.29948
H 0.49617 -0.44960 2.68320
N -3.56373 -1.31217 -3.85829
C -3.04760 -1.47572 -2.57699
N -3.82188 -1.82920 -1.54759
C -3.33874 -1.59352 -0.28422
N -2.18767 -0.91779 0.01236
C -1.40453 -0.64279 -1.01534
C -1.72804 -0.99267 -2.28926
N -0.95514 -0.28713 -3.19469
C -0.05907 0.31081 -2.38777
N -0.29526 0.12116 -1.07382
H -2.78450 -1.20425 -4.54999
H -4.30916 -1.99129 -4.01641
H -4.01095 -1.97591 0.53067
H 0.81005 0.89843 -2.66883
*
```

Atom charges from the Mulliken analysis, given in e for atoms 1 to 6:
1. F -0.3170
2. C 0.4295
3. C -0.8927
4. C 0.3039
5. F -0.3144
6. C -0.9589